No. 1
Molecular formula: C57H84BN6OSi3Ti
Method: DFT, the ωB97M-V functional and the def2-TZVPD basis

Total charge: +1
LUMO, eV: -4.00
HOMO, eV: -10.46

Each line ends with the natural charge from an NBO analysis.
Cartesian coordinates (Å):
Ti -0.7384 -0.3920 -0.1132  2.065
Si -2.4988 -3.8063 -0.2773  1.799
Si 0.4623 -2.9839 0.2645  2.064
Si -1.7347 -2.5066 2.4334  1.763
O 0.8876 -1.3207 -0.1098  -1.010
N 0.4352 3.0805 0.1003  -0.285
N 1.6532 0.7207 2.7037  -0.282
N -1.5766 1.6094 2.1054  -0.291
N -1.9890 0.7111 1.0930  -0.598
N 0.9336 1.7735 3.1506  -0.341
N 0.0711 3.4175 1.3646  -0.340
C 1.1507 4.5883 -1.8847  0.012
C 1.2148 -0.4911 -3.3952  0.178
C -0.8704 -0.2803 -2.2970  -0.535
C -3.3542 0.6298 1.2059  0.180
C 0.4916 0.2838 -2.5434  -0.339
C 2.4093 5.1888 -1.9718  -0.208
C 3.4410 -1.4276 4.9206  -0.196
C 4.3700 -2.4084 5.2213  -0.209
C 0.3236 4.6144 -3.0004  -0.238
C 1.9722 -3.3893 -4.8896  -0.604
C -0.3494 -4.0279 -4.3545  -0.600
C -1.5935 -4.2901 3.1077  -1.138
C -4.3134 -0.2288 0.4906  -0.006
C 0.8867 3.3128 5.2000  -0.626
C -1.5880 -5.4794 -0.3416  -1.145
C 0.4552 5.3185 0.3423  -0.337
C -5.6124 -0.3336 1.0069  -0.188
C -3.4519 -1.9625 3.0518  -1.129
C 2.8434 5.7568 -3.1565  -0.208
C 3.7226 -0.9766 -3.4723  -0.606
C 2.9076 1.3639 -3.4543  -0.595
C -1.3428 -2.4625 0.5097  -2.009
C -2.7196 2.8828 3.9887  -0.649
C 1.2856 -3.8758 1.6965  -1.186
C 1.2899 -3.8482 -1.2042  -1.181
C 0.6756 4.2409 -0.5256  0.107
C -0.3066 5.5343 2.7514  -0.626
C 3.5861 -0.6079 3.7963  -0.081
C 2.0280 5.7361 -4.2798  -0.214
C -0.7545 -1.5788 -3.0052  -0.162
C 2.5775 0.4723 3.6484  0.121
C -3.7887 1.4666 2.2123  -0.294
C -6.5887 -1.0769 0.3749  -0.198
C -1.9468 0.6457 -3.0282  0.012
C 1.3915 2.1849 4.3630  0.182
C -4.0204 -0.9452 -0.6639  -0.220
C 0.7687 5.1652 -4.1950  -0.201
C -3.1767 -3.6992 -2.0566  -1.136
C 2.5705 -0.0523 -3.9308  -0.142
C -6.3057 -1.7080 -0.8277  -0.182
C 2.2425 -0.9277 -0.4007  -0.235
C 0.5523 -2.8307 -4.7243  -0.088
C -4.0548 -4.1801 0.7433  -1.140
C -2.4130 1.7729 -2.0987  -0.607
C 0.3963 -1.6967 -3.7056  -0.071
C -2.6673 2.0308 2.7675  0.280
C -5.0204 -1.6369 -1.3324  -0.212
C -1.3014 1.2554 -4.2896  -0.606
C 2.4332 1.3720 4.7105  -0.337
C -0.6598 -1.4810 3.6091  -1.118
C 2.5332 0.0632 -5.4660  -0.596
C 0.0421 -2.3306 -6.0911  -0.595
C 0.0564 4.7633 1.5271  0.186
C 4.7422 -0.7551 3.0321  -0.153
C 5.6666 -1.7491 3.3252  -0.228
C 5.4751 -2.5964 4.4041  -0.210
C -3.1820 -0.0991 -3.5646  -0.625
B -0.2737 2.4622 2.5008  0.555
H 1.1706 4.2752 4.7748  0.217
H -0.8903 0.4641 -4.9187  0.210
H -0.5057 1.9503 -4.0532  0.215
H -3.7316 0.5836 -4.2131  0.225
H -2.3202 -6.2872 -0.3759  0.259
H -1.5556 -2.2906 -3.0616  0.219
H 1.9511 -4.1911 -5.6282  0.220
H -2.9655 2.5143 -2.6799  0.227
H -0.6807 3.1492 3.3657  -0.027
H 2.1752 2.0721 -3.8355  0.220
H -2.9961 -0.9626 -1.0218  0.208
H -0.9749 -5.5768 -1.2366  0.231
H 2.7361 -0.6916 0.5251  0.237
H -0.3161 -4.2627 -3.2924  0.204
H -3.6416 -2.5118 3.9752  0.248
H -0.2641 6.5937 2.5095  0.234
H -1.3130 5.3128 3.1037  0.208
H -2.4700 3.9222 3.7818  0.243
H 2.3654 6.1843 -5.2044  0.220
H -1.5075 -5.0489 2.3324  0.228
H 4.2127 -0.5665 -2.5881  0.209
H 0.0594 -3.1477 -6.8145  0.218
H -2.0411 2.5108 4.7547  0.243
H 0.8522 -4.8764 1.7502  0.266
H -4.1855 -4.1132 -2.0516  0.249
H 3.0422 5.2210 -1.0940  0.220
H -3.4741 -0.9057 3.3059  0.231
H -2.8919 -0.9582 -4.1675  0.211
H -2.5880 -4.3225 -2.7287  0.244
H -5.8692 0.1380 1.9416  0.220
H 4.2338 -3.0187 6.1042  0.218
H -0.9427 -5.6662 0.5168  0.226
H 2.2341 -0.0528 -1.0373  0.227
H -0.9771 -1.7153 4.6281  0.252
H -0.9865 -1.9772 -6.0046  0.208
H 3.8842 1.6454 -3.8505  0.223
H 0.6401 -1.5170 -6.4918  0.215
H 0.3889 5.3409 3.5649  0.220
H 0.7695 1.2675 -2.1980  0.254
H 3.4494 0.5408 -5.8145  0.221
H -4.7733 -3.3629 0.7440  0.239
H -3.0933 1.3945 -1.3344  0.207
H -4.7943 1.6783 2.5191  0.237
H 1.3452 3.2385 6.1835  0.233
H -4.5506 -5.0436 0.2965  0.248
H 0.4021 -1.6909 3.5402  0.243
H -0.0118 -4.9077 -4.9015  0.224
H 2.7612 -1.7391 -0.9077  0.214
H 1.1396 -3.4116 2.6648  0.258
H -1.3865 -3.8504 -4.6403  0.209
H -2.0622 1.7884 -4.8620  0.216
H -4.2763 -2.1670 2.3778  0.240
H -0.7383 -4.4046 3.7736  0.245
H 2.9589 1.4539 -2.3676  0.202
H 2.4555 -0.8997 -5.9569  0.206
H 2.3556 -3.9988 1.5437  0.262
H -0.7956 -0.4116 3.4718  0.237
H 2.3424 -3.8163 -3.9566  0.206
H 3.8138 6.2332 -3.2011  0.219
H 2.6834 -2.6483 -5.2361  0.212
H -3.8674 -0.4092 -2.7860  0.218
H 6.1875 -3.3794 4.6250  0.220
H -3.7354 2.8527 4.3773  0.232
H 3.3889 -1.9819 -3.2292  0.209
H -0.1955 3.2941 5.3156  0.213
H -3.2410 -2.7049 -2.4902  0.226
H -2.4826 -4.5314 3.6898  0.246
H -0.6882 4.2408 -2.9312  0.213
H -3.8306 -4.4369 1.7773  0.241
H -1.5672 2.2663 -1.6198  0.232
H 4.9618 -0.0728 2.2239  0.206
H 1.6887 0.6820 -5.7743  0.215
H 3.0559 1.4226 5.5864  0.231
H 6.5507 -1.8447 2.7084  0.216
H -4.8048 -2.1406 -2.2626  0.234
H 0.5688 6.3614 0.1059  0.230
H 2.5890 -1.2838 5.5738  0.219
H -7.5684 -1.1597 0.8243  0.230
H 4.4738 -1.0415 -4.2598  0.226
H -7.0677 -2.2666 -1.3528  0.229
H 0.8771 -4.8402 -1.3737  0.261
H 1.1998 -3.2794 -2.1246  0.259
H 2.3509 -3.9923 -0.9890  0.254
H 0.1189 5.1630 -5.0603  0.215

---

No. 2
Molecular formula: C57H97BN17O2S
Method: DFT, the ωB97M-V functional and the def2-TZVPD basis

Total charge: -1
LUMO, eV: 1.19
HOMO, eV: -4.86

Each line ends with the Mulliken charge.
Cartesian coordinates (Å):
S 4.5001 0.7605 -0.8600  -0.118
O 2.8034 0.2569 -3.1870  -0.277
O -2.9521 -2.3096 1.8789  -0.540
N -9.1920 -1.5079 -12.2373  -0.471
N -9.5409 -3.1240 -7.3202  -0.467
N 3.1431 2.1034 -4.4313  -0.370
N -6.9256 -0.1489 4.2187  -0.425
N 9.6780 0.8764 0.7092  -0.422
N 8.5090 4.3648 -6.3270  -0.380
N -3.7839 -2.6550 -3.4715  -0.472
N 2.4255 -0.9125 3.9936  -0.472
N 5.3368 -4.6578 4.1232  -0.595
N 14.2113 -0.9442 5.0209  -0.428
N 13.2358 2.8964 4.7609  -0.405
N 9.3116 -2.6363 2.9837  -0.542
N -8.2910 2.6887 -0.6796  -0.479
N 4.6623 -4.3270 7.7185  -0.435
N 0.5621 7.0625 -2.5316  -0.403
N 15.4507 -5.5002 8.5248  -0.375
N 3.7580 2.2683 -3.2383  -0.172
C 11.9020 -0.2207 3.9102  -0.556
C -4.1827 1.9090 3.2001  -0.508
C -8.1961 -4.0883 -2.1098  -0.832
C 8.2930 -2.3099 2.4880  0.128
C -3.4147 -1.0216 2.5059  0.589
C 2.8764 -1.8086 3.3930  0.426
C 10.6965 -1.1649 -0.6640  -0.760
C -2.1869 -0.0245 3.1342  -0.009
C 1.0476 2.0664 2.8467  -0.105
C -8.3723 -2.3811 -9.5951  -0.945
C -9.0277 -2.7987 -8.3186  0.495
C 1.5349 4.9738 -3.8667  -0.301
C -4.0593 4.2129 -0.0130  -0.637
C 13.1967 -0.6279 4.5335  0.288
C 3.4487 -2.9542 2.6244  -0.295
C -6.5801 -0.0331 -3.6493  -0.418
C 3.6322 1.1512 -2.4298  0.290
C 7.5587 3.8132 -5.9294  0.155
C 7.2048 -3.6368 5.7250  -0.865
C -4.8541 4.4166 -2.4790  -0.765
C -4.7027 3.3994 -1.2412  0.130
C -8.1980 -4.1099 -3.7098  -0.505
C 2.5315 0.8469 -4.4307  0.065
C -4.7097 3.6113 1.3234  -0.685
C 15.8109 -3.4707 6.8388  -0.651
C -5.9069 3.7578 -3.4831  -0.718
C -6.8206 -3.4583 -4.2445  -0.129
C 7.0094 -1.8919 1.8493  -0.413
C 10.1257 -0.0183 0.1054  0.338
C -7.7360 -0.9627 -4.2961  -0.469
C -0.2442 2.7681 2.2067  -0.247
C -10.1514 -0.8526 -12.1135  0.419
C 3.7752 -5.0051 7.3779  0.384
C 6.3430 3.1077 -5.4210  -0.487
C -6.6423 -0.9027 5.0638  0.448
C -1.7090 2.2658 4.4104  -0.620
C -8.4972 2.3383 0.4175  0.513
C 6.1571 -4.2102 4.8274  0.474
C -1.2706 3.3359 3.3075  -0.675
C -8.7568 1.8848 1.8192  -0.850
C 3.2390 0.6860 0.4968  -0.287
C -11.3785 -0.0158 -11.9537  -0.746
C -6.2745 -1.8618 6.1470  -0.927
C -3.3797 -1.1781 0.8544  -0.803
C 0.9886 6.1460 -3.1174  0.206
C -6.7243 1.4365 -4.2765  -0.649
C -3.0884 -4.2338 -1.4435  -0.826
C -5.4242 2.3512 -4.0625  -0.565
C 15.8693 2.5353 4.6237  -0.749
C -3.9970 2.1826 1.6367  1.447
C -3.4795 -3.3486 -2.5818  0.496
C 15.6087 -4.6097 7.7851  0.278
C 2.4724 2.0941 0.6122  -0.499
C -7.0707 -2.1542 -5.1373  -0.145
C 2.3924 2.5650 2.1527  -1.047
C 14.3919 2.7398 4.7008  0.325
C 2.6397 -5.8698 6.9393  -0.743
B -2.8956 1.2182 3.9554  0.165
H -8.8656 -2.8601 -10.4381  0.359
H -5.8243 3.3912 1.1711  0.002
H -2.9224 2.2986 1.2962  -0.768
H -4.8830 2.5741 -5.0493  0.379
H 11.3517 -0.7924 -1.4522  0.339
H 7.1982 -2.5484 5.6577  0.237
H -2.1488 3.8992 2.8340  0.087
H -6.2154 -4.1984 -4.8525  0.401
H -12.1733 -0.3983 -12.5948  0.274
H 2.4497 -0.1110 0.2974  0.327
H 2.4035 3.7077 2.2024  0.355
H -4.4999 2.8398 3.7784  0.260
H -5.7434 2.9987 -0.9331  -0.097
H 2.8765 -6.9169 7.1308  0.273
H -3.9661 -4.4729 -0.8420  0.236
H 3.8144 0.5014 1.4536  0.124
H 1.7367 -5.6015 7.4885  0.289
H -2.9178 4.1835 -0.0075  0.230
H 0.1508 3.7022 1.6608  0.519
H -4.2767 -1.5915 0.3127  0.290
H -7.7122 -2.4676 -6.0237  -0.427
H -1.6507 -0.6715 3.8991  0.313
H -4.3389 5.3234 -0.0260  0.358
H -8.6617 -3.1055 -1.7863  0.229
H 2.4622 -5.7333 5.8719  0.234
H -0.7364 2.1308 1.4108  0.063
H -6.0589 4.4885 -4.3453  0.398
H -2.0769 2.8569 5.3212  0.171
H 12.0914 0.3344 2.9908  0.225
H -5.3076 5.3697 -2.0583  0.391
H -5.0537 1.1493 3.2911  -0.714
H 7.0108 -3.9336 6.7563  0.362
H 15.0620 -2.6993 7.0201  0.222
H 8.1876 -4.0048 5.4277  0.323
H -5.5579 -0.4948 -3.8021  0.339
H -11.1614 1.0162 -12.2317  0.265
H 3.1152 2.8820 0.0850  0.401
H 6.1578 2.2121 -6.0149  0.279
H -9.0897 -3.5921 -4.1811  0.280
H -7.9196 2.1630 2.4617  0.228
H -4.6119 4.3178 2.2145  0.533
H 7.2154 -1.3412 0.9303  0.310
H -2.3971 -0.8627 0.4031  0.247
H -6.8398 0.0618 -2.5450  0.086
H -2.6547 -5.1587 -1.8258  0.362
H 16.3737 3.5000 4.5579  0.326
H -4.4777 1.3849 0.9715  0.189
H 16.1152 1.9429 3.7419  0.249
H -4.0407 2.5097 -1.4761  0.096
H -8.2020 -5.1847 -4.0968  0.357
H 11.3424 0.4133 4.5986  0.301
H -6.0508 -1.8581 -5.5612  0.421
H 6.4112 -2.7725 1.6125  0.271
H 1.0916 2.4380 3.9310  0.361
H 6.4480 -1.2511 2.5310  0.238
H -7.6657 1.8817 -3.8022  0.369
H -7.1534 -2.0952 6.7494  0.343
H 16.2168 2.0105 5.5140  0.255
H 11.2708 -1.8089 0.0031  0.268
H -11.7127 -0.0431 -10.9159  0.267
H -1.5545 0.2804 2.2440  -0.432
H -5.8863 -2.7824 5.7098  0.267
H -0.8278 1.6261 4.7740  0.127
H -9.6671 2.3518 2.1974  0.341
H 2.1721 5.3190 -4.6814  0.260
H -3.8187 4.5644 -2.9236  0.224
H -7.3212 -2.6725 -9.5846  0.306
H 1.4375 2.0645 0.1331  0.233
H 3.2613 2.1430 2.7517  0.410
H 2.1227 4.3459 -3.1967  -0.015
H 11.3078 -1.1061 3.6767  0.182
H -6.8933 1.3759 -5.4101  0.224
H 0.9537 0.9254 2.8338  -0.102
H -2.3541 -3.7272 -0.8158  0.250
H -8.8765 0.8013 1.8413  0.263
H -4.4760 -0.9750 3.0255  -0.060
H -5.5094 -1.4205 6.7868  0.271
H -8.7716 -5.0014 -1.7485  0.333
H 6.4914 2.8188 -4.3801  0.232
H -8.4407 -1.3001 -9.7103  0.226
H 16.8040 -3.0430 6.9807  0.267
H 2.6435 -3.5398 2.1781  0.367
H -4.6755 1.8066 -3.4115  0.235
H 15.7178 -3.8215 5.8108  0.250
H 2.0340 0.3059 -5.3197  0.336
H -6.1718 -3.1565 -3.3545  -0.212
H -8.4375 -1.3938 -3.5150  0.273
H 4.0335 -3.5979 3.2923  0.018
H -7.1385 -4.1692 -1.6995  0.118
H -0.6766 4.1507 3.8660  0.462
H -8.3113 -0.3026 -5.0199  0.363
H 5.4752 3.7643 -5.4867  0.198
H 9.8912 -1.7461 -1.1147  0.263
H -3.3274 0.7351 4.9834  -0.390
H 0.7162 4.3841 -4.2805  0.274
H 4.0978 -2.5800 1.8312  0.029
H -6.9080 3.7053 -2.9289  0.323

---

- Which formula does entry 2 have?
  C57H97BN17O2S

---

- The highest LUMO belongs to which entry?
  C57H97BN17O2S